(1)
The following is a DFT calculation (ωB97M-V/def2-TZVPD) of a single C9H12 molecule at a distorted geometry.

The geometry in XYZ format:
```
21
Properties=species:S:1:pos:R:3:forces:R:3:mulliken_charge:R:1
C 0.456210 -2.209993 -0.785006 -0.8631 3.6147 -0.9396 -0.556
C -0.390328 -1.546284 -1.648715 2.6763 -3.6536 1.3335 -0.323
C -1.029573 -0.272228 -1.470668 -1.8041 0.7352 2.1506 -0.916
C -0.291435 0.664518 -0.509831 -2.0700 -0.1455 0.6603 0.482
C -0.728127 2.074724 0.011840 0.4497 -0.7026 2.5186 -0.841
C -0.133457 2.266929 1.255746 -0.1030 -1.3107 -3.3893 -0.432
C 0.603240 0.996175 1.640174 3.1809 -1.0437 1.2231 -0.806
C 0.035304 -0.123387 0.737528 -1.1908 0.0311 1.8043 0.104
C 0.899841 -1.340072 0.422576 1.7563 0.3679 -1.0191 -0.766
H 0.968340 -3.161949 -0.986685 -0.6170 0.4730 0.1071 0.379
H -0.750888 -2.074469 -2.493073 -0.1592 -0.6244 -0.9267 0.399
H -1.185749 0.182600 -2.380882 -0.1739 1.0884 -2.3019 0.506
H -2.068097 -0.631560 -1.203985 0.5574 1.0841 0.4376 0.239
H 0.630989 0.877385 -0.969140 1.5412 0.1250 -0.8951 0.225
H -1.440452 2.763632 -0.456882 0.6021 -0.2462 -0.0518 0.382
H -0.016690 3.197511 1.785267 -0.3937 0.0503 0.1851 0.434
H 0.553022 0.802316 2.737163 -0.4072 -0.0375 -0.6617 0.359
H 1.821411 0.897861 1.528026 -2.5574 1.1020 -0.1991 0.222
H -0.888887 -0.460582 1.309337 0.5302 0.2981 -1.1647 0.263
H 1.934652 -0.867117 0.257830 -0.9952 -1.0434 -0.0688 0.252
H 1.020674 -2.036011 1.219379 0.0406 -0.1623 1.1977 0.395
```
Positions in Å, forces in eV/Å.

Values from the calculation:
total energy: -9525.231 eV
ΔE to the lowest compared entry with this formula, charge and spin: 155.1 kJ/mol
E_LUMO: 1.13 eV
orbital gap: 0.3635 Ha

---

(2)
The following is a DFT calculation (ωB97M-V/def2-TZVPD) of a molecular structure, C9H12B2F4N5NiO4Se.

The geometry in XYZ format:
```
38
Properties=species:S:1:pos:R:3:forces:R:3:mulliken_spin:R:1
Ni -0.111829 -0.029307 -0.061132 0.0409 -0.0244 -0.0159 0.851
C 2.778877 0.107532 2.905268 0.0233 0.0136 0.0093 -0.003
C 1.736286 0.344669 1.882363 0.0014 -0.0515 0.0008 -0.001
N 1.228319 -0.573884 1.142496 0.0254 0.0166 -0.0158 -0.082
O 1.578916 -1.843686 1.283094 -0.0256 -0.0324 -0.0214 -0.005
B 1.696640 -2.562523 -0.058621 0.0053 0.0691 -0.0209 0.033
F 2.330532 -1.702344 -0.939828 -0.0179 -0.0300 0.0337 -0.010
F 2.238073 -3.765648 0.159344 0.0135 0.0023 -0.0002 0.001
O 0.275321 -2.781780 -0.591966 -0.0095 -0.0112 0.0193 -0.002
N -0.279391 -1.653729 -1.004866 0.0070 0.0219 -0.0402 -0.044
C -0.959052 -1.610184 -2.095172 0.0259 -0.0354 0.0169 0.014
C -1.123523 -2.771584 -3.000902 -0.0176 -0.0099 0.0016 -0.001
C -1.555025 -0.274033 -2.350586 -0.0021 0.0621 0.0280 -0.006
N -1.258886 0.584733 -1.438635 -0.0312 -0.0240 -0.0212 0.025
O -1.653221 1.844163 -1.563115 0.0046 0.0145 0.0194 -0.015
B -1.740984 2.615394 -0.259966 0.0294 -0.0399 0.0065 -0.001
F -2.222691 3.830614 -0.534966 -0.0067 0.0147 0.0072 0.001
F -2.504595 1.845735 0.639955 0.0085 0.0020 -0.0068 0.019
O -0.356653 2.779176 0.326643 -0.0247 0.0233 -0.0289 -0.013
N 0.225795 1.654991 0.723869 0.0462 0.0023 0.0652 0.025
C 1.143396 1.681965 1.625531 -0.0390 0.0246 -0.0366 0.007
C 1.583099 2.906831 2.332504 -0.0006 0.0042 0.0082 -0.001
C -2.383666 0.044335 -3.536842 -0.0007 -0.0011 -0.0129 -0.002
H 3.185513 -0.893921 2.807398 0.0098 0.0011 -0.0052 0.000
H 2.339436 0.214827 3.900777 -0.0165 -0.0071 -0.0109 0.001
H 3.572883 0.848523 2.807056 -0.0018 -0.0063 0.0099 0.000
H -0.297576 -3.465318 -2.866476 -0.0012 -0.0007 0.0008 0.000
H -1.176794 -2.441295 -4.036412 0.0033 -0.0050 -0.0037 0.000
H -2.051164 -3.300321 -2.764942 -0.0004 0.0034 -0.0041 0.001
H 0.889312 3.721686 2.151061 -0.0007 0.0009 0.0040 0.000
H 2.573407 3.201820 1.976443 -0.0011 -0.0004 -0.0098 0.000
H 1.662927 2.709228 3.401786 -0.0005 0.0007 -0.0022 0.000
H -1.736976 0.314023 -4.376475 0.0038 -0.0006 0.0036 0.000
H -3.027239 0.894263 -3.325096 -0.0023 0.0003 -0.0034 0.000
H -2.977502 -0.818691 -3.831945 -0.0039 0.0048 -0.0036 0.000
Se -2.026192 -0.631095 1.494511 -0.0156 -0.0407 0.0070 1.086
C -1.101901 -0.540191 3.048226 -0.0295 -0.0374 0.0561 -0.127
N -0.493872 -0.484975 4.029619 0.0007 0.0754 -0.0338 0.244
```
Positions in Å, forces in eV/Å.

Values from the calculation:
2S+1: 3
total energy: -143777.153 eV
E_LUMO (spin up / spin down): -6.04 / -7.38 eV
orbital gap (spin up / spin down): 0.2766 / 0.2289 Ha
<S²>: 2.03
total charge: +1

---

(3)
The following is a DFT calculation (ωB97M-V/def2-TZVPD) of a gas-phase ion, C9H12BrFN3 (charge +1) at a distorted geometry.

The geometry in XYZ format:
```
26
Properties=species:S:1:pos:R:3:forces:R:3:mulliken_charge:R:1
C 1.572645 0.503140 0.607845 -1.9840 -3.9774 -1.3587 -0.521
C 2.673180 1.312058 0.243811 1.8453 2.2440 0.2197 0.174
Br 3.769826 2.009711 1.771113 -1.0154 -0.5301 -1.0543 -0.155
C 3.032960 1.737636 -0.970172 -1.0993 -1.0737 -0.4232 -0.501
C 2.473915 1.116007 -2.178197 -0.9322 -2.0552 -1.3501 -0.218
C 1.585790 0.100491 -2.251423 -2.1336 0.0346 1.2792 -0.998
C 0.818448 -0.471225 -1.063690 2.6296 3.5141 2.5155 0.747
F 1.197201 -1.713458 -0.785764 -0.6900 -1.4745 -0.2245 -0.268
N -0.625146 -0.271471 -1.103531 0.9829 -1.0630 0.7435 -0.190
C -1.443365 -0.540085 -0.077500 1.5772 -0.7195 1.2550 0.372
N -2.642102 -0.044404 0.097141 -0.4366 2.0128 -3.3346 -0.139
C -3.177531 -0.380483 1.344472 -1.6247 -0.2012 4.4949 -0.547
C -2.245818 -1.580560 1.854104 0.5340 1.9225 0.5239 -0.387
N -1.079938 -1.287709 0.966745 -2.4436 0.0800 -1.1588 -0.008
H 1.861431 -0.288744 1.368881 -0.5019 0.7724 -0.9873 0.341
H 0.628089 0.956426 0.865500 0.1267 0.7193 0.3875 0.299
H 3.720257 2.520162 -1.090940 1.1146 0.6309 -0.1004 0.454
H 2.797184 1.158358 -3.238549 0.7421 1.4671 1.0342 0.325
H 1.165775 -0.298770 -3.190691 0.8897 0.1607 0.1918 0.355
H -0.924160 0.446917 -1.699555 -0.2586 1.0016 -1.1257 0.235
H -2.902732 0.741740 -0.545627 -0.2890 -1.1641 1.3130 0.271
H -4.234773 -0.714207 1.361990 0.6591 0.0408 -0.6387 0.350
H -3.204936 0.452058 2.130545 0.5111 -0.6408 -1.3480 0.264
H -1.806532 -1.455894 2.923427 -1.5455 -0.5087 -1.7350 0.325
H -2.865079 -2.483717 1.638980 1.4541 0.1107 0.2875 0.257
H -0.144589 -1.523976 1.021086 1.8881 -1.3032 0.5933 0.163
```
Positions in Å, forces in eV/Å.

Values from the calculation:
total energy: -86748.508 eV
ΔE to the lowest compared entry with this formula, charge and spin: 185.8 kJ/mol
E_LUMO: -3.32 eV
orbital gap: 0.3181 Ha
total charge: +1

---

(4)
The following is a DFT calculation (ωB97M-V/def2-TZVPD) of a single C9H12ClF2NO2 molecule at a distorted geometry.

The geometry in XYZ format:
```
27
Properties=species:S:1:pos:R:3:forces:R:3:mulliken_charge:R:1
C -2.838585 -0.832796 -0.494326 2.6207 -1.3728 -4.6129 -1.204
C -1.933172 0.087427 -0.621215 0.0937 4.1730 3.9899 0.439
N -1.067416 0.465531 -1.558097 2.1873 -0.5356 -2.1711 -0.491
C 0.185099 0.728861 -1.437488 -3.2806 -0.1552 1.9172 -0.058
C 0.998012 1.106691 -2.525614 2.5990 0.5010 -1.5909 0.048
C 2.344646 0.238839 -2.555469 -2.4929 0.4785 -2.5403 -1.296
Cl 1.691286 2.747005 -2.098573 -0.4983 0.2104 -0.1403 -0.202
C -1.964504 1.292290 0.800903 0.8814 -2.1210 -3.0576 0.704
F -3.251294 1.601459 1.026580 0.9748 0.3107 0.2637 -0.264
F -1.167953 2.384671 0.517195 -1.3237 -0.9374 0.3476 -0.247
C -1.331358 0.398360 1.841429 1.3060 0.4943 0.2668 0.462
O -1.900109 -0.188390 2.693876 -2.0418 -0.4429 0.8695 -0.581
O 0.001530 0.257493 1.680254 -0.3179 -0.0383 -1.1581 -0.278
C 0.629526 -0.713933 2.568223 -2.0355 -0.1620 0.8824 -0.419
C 1.323929 -1.818301 1.858990 -2.2567 -2.6560 -1.3581 -0.911
H -2.868075 -1.600100 -1.271195 -0.2820 0.1099 0.2521 0.305
H -3.471735 -0.842178 0.248358 -3.1215 -0.1924 3.8976 0.435
H 0.658131 0.854426 -0.497573 0.4098 -0.4711 1.2516 0.443
H 0.342952 1.245902 -3.405828 1.0129 -0.3976 -0.0046 0.400
H 2.877147 0.309464 -1.657500 0.4328 -0.1135 1.4364 0.392
H 2.939730 0.660002 -3.335424 0.5903 0.5928 -0.4059 0.422
H 2.168491 -0.755849 -2.938953 -0.2620 -0.5855 0.5576 0.347
H 1.267712 -0.057485 3.070402 1.3567 0.4435 1.2115 0.421
H -0.183182 -1.052127 3.236284 0.7782 0.0754 -0.1573 0.311
H 1.142814 -1.641025 0.809743 0.3747 -0.1022 -0.5663 0.160
H 2.317175 -1.918973 2.049826 3.1500 0.7089 0.3697 0.377
H 1.089200 -2.957264 1.995193 -0.8554 2.1852 0.2498 0.287
```
Positions in Å, forces in eV/Å.

Values from the calculation:
total energy: -33066.645 eV
ΔE to the lowest compared entry with this formula, charge and spin: 142.0 kJ/mol
E_LUMO: -0.10 eV
orbital gap: 0.3364 Ha

---

(5)
The following is a DFT calculation (ωB97M-V/def2-TZVPD) of 2 unconnected molecules or ions with the total composition C9H12ClN at a distorted geometry.

The geometry in XYZ format:
```
23
Properties=species:S:1:pos:R:3:forces:R:3:mulliken_spin:R:1
C -2.452142 2.416152 -0.518688 -2.6745 -3.0435 -1.3753 0.297
C -1.297074 2.936571 0.006898 3.9817 4.3657 1.5004 0.540
C -2.659911 1.082062 -0.328479 -0.1649 0.7014 -0.5968 0.041
C -0.357260 2.164568 0.613592 2.5233 -2.5638 1.3127 -0.191
C -1.808739 0.213424 0.403062 -2.3409 -0.5022 -1.1014 0.531
C -0.544040 0.784777 0.719098 2.0783 2.3566 0.9871 0.515
C -2.065931 -1.229570 0.674570 2.5007 0.8123 0.1481 0.009
C 3.557665 -2.157590 -0.803089 2.9694 -1.3636 -1.0913 -0.002
C 2.740372 -1.215716 -0.019220 -0.8453 -0.7859 -1.2509 0.003
N 1.526795 -1.324338 0.238758 -1.9633 -1.1084 -0.3625 0.010
Cl 3.566938 0.201700 0.474375 0.4097 0.6454 0.4992 0.002
H -2.946353 2.974541 -1.285471 -0.6963 0.0383 -0.1413 0.016
H -0.970804 3.966083 -0.230227 -0.5313 -0.5002 0.2122 0.043
H -3.407449 0.654506 -0.911061 -1.6496 -0.8548 -0.7049 0.015
H 0.665066 2.487986 0.956919 -1.3017 0.2334 -0.6581 -0.003
H -2.608967 -1.673212 -0.112471 -0.9916 -0.6600 -0.7413 0.014
H -1.060633 -1.772239 0.766469 -1.4675 0.6512 0.0659 0.004
H -2.572773 -1.261642 1.613770 -0.5571 -0.7087 0.8221 0.052
H 2.990264 -3.150074 -0.916020 1.0765 1.5224 -0.0546 0.000
H 4.010930 -1.758025 -1.828648 -1.5231 -0.6492 2.0349 0.001
H 4.561750 -2.313324 -0.217507 -1.9072 -0.1152 -0.8776 0.000
H 0.912831 -2.103639 -0.211312 2.2314 1.3744 0.9488 -0.002
H 0.219463 0.077007 0.914683 0.8434 0.1547 0.4245 0.102
```
Positions in Å, forces in eV/Å.

Values from the calculation:
2S+1: 3
total energy: -23534.301 eV
ΔE to the lowest compared entry with this formula, charge and spin: 113.5 kJ/mol
E_LUMO (spin up / spin down): 0.67 / -2.02 eV
orbital gap (spin up / spin down): 0.1824 / 0.2480 Ha
<S²>: 2.04

---

(6)
The following is a DFT calculation (ωB97M-V/def2-TZVPD) of a molecular structure, C9H12ClN4PdS at a distorted geometry.

The geometry in XYZ format:
```
28
Properties=species:S:1:pos:R:3:forces:R:3:mulliken_charge:R:1
Pd -1.389540 1.096559 0.167561 -0.2824 -0.8545 -2.0365 0.290
C 1.442496 -2.221351 0.745318 -0.0110 -0.0095 -0.1506 -1.741
C 0.690534 -1.012545 0.281313 -0.1867 -0.2744 -0.0333 1.019
N -0.564101 -0.848123 0.477328 0.3580 0.3988 0.7851 -0.261
N -1.317611 -1.805188 1.071718 -0.0465 -0.2365 -0.0160 -0.196
C -2.655309 -1.593650 1.239824 -0.0177 0.3425 0.0343 0.700
N -3.364295 -2.652704 1.626986 0.0216 -0.0632 0.1040 -0.360
S -3.395097 -0.092930 1.039164 0.2304 0.1877 -0.4905 -0.402
C 1.368310 0.097327 -0.434836 0.2763 0.2962 -0.0383 0.524
C 2.577738 -0.089721 -1.086174 -0.0925 -0.1278 0.1839 -0.590
C 3.168831 0.980792 -1.739932 0.0001 0.1622 -0.0478 -0.404
C 2.549991 2.216906 -1.702862 0.1270 -0.1298 0.0299 -0.718
C 1.335241 2.323710 -1.042809 -0.0370 0.0875 0.0639 -0.101
N 0.751609 1.294408 -0.443831 -0.5970 -0.1612 -0.2574 -0.280
H 1.170562 -2.449892 1.778005 0.0144 -0.0079 0.0034 0.479
H 2.512751 -2.041420 0.721461 -0.0052 -0.0440 0.0345 0.394
H 1.234416 -3.099145 0.127638 -0.0140 0.0157 -0.0129 0.428
H -0.922983 -2.722011 1.231064 0.0136 0.0084 -0.0617 0.300
H -2.958120 -3.556759 1.804029 0.0164 0.0194 0.0033 0.200
H -4.340347 -2.525874 1.837458 -0.0056 0.0132 -0.0303 0.228
H 3.049266 -1.062308 -1.095593 0.0171 0.0305 0.0039 0.282
H 4.105961 0.849069 -2.263185 -0.0003 -0.0065 0.0015 0.443
H 2.990716 3.081162 -2.177777 -0.0299 0.0143 -0.0029 0.387
H 0.813808 3.270937 -0.984288 -0.0284 -0.0259 -0.0424 0.409
Cl -1.915712 3.347855 1.188622 -0.3013 1.8481 0.9408 -0.117
C -2.170625 2.881228 -0.479276 0.5305 -1.3176 1.1148 -0.554
H -1.546223 3.459654 -1.150586 0.0603 -0.1072 -0.0683 0.272
H -3.222269 2.874012 -0.736340 -0.0101 -0.0585 -0.0145 0.370
```
Positions in Å, forces in eV/Å.

Values from the calculation:
total energy: -42319.149 eV
ΔE to the lowest compared entry with this formula, charge and spin: 90.1 kJ/mol
E_LUMO: -4.12 eV
orbital gap: 0.2479 Ha
total charge: +1